This record from the Open Molecules 2025 dataset describes a single C5H9N3O2 molecule. The level of theory is wB97M-V/def2-TZVPD.

Last columns: bonded neighbours and bond lengths (Å).
Atoms and positions in Å:
1 C 0.446 -0.605 1.353  C2 1.484, O10 1.344
2 C 1.640 -1.384 0.943  C1 1.484, C3 1.497, H11 1.038, H12 1.097
3 C 2.138 -1.516 -0.462  C2 1.497, N7 1.424, H13 1.036, H14 1.029
4 C -0.806 2.079 -0.169  C5 1.586, H15 1.148, H16 1.135, H17 1.048
5 C -1.307 0.678 0.379  C4 1.586, O10 1.400, H18 1.127, H19 1.104
6 N 2.511 1.242 0.662  N8 1.199, O9 1.494
7 N 3.084 -0.513 -0.818  C3 1.424, N8 1.223
8 N 3.001 0.511 -0.154  N6 1.199, N7 1.223, O9 1.355
9 O 3.625 1.712 -0.215  N6 1.494, N8 1.355
10 O -0.209 -0.181 0.259  C1 1.344, C5 1.400
11 H 2.403 -1.097 1.588  C2 1.038
12 H 1.182 -2.276 1.389  C2 1.097
13 H 2.598 -2.429 -0.630  C3 1.036
14 H 1.336 -1.487 -1.106  C3 1.029
15 H -1.717 2.684 -0.518  C4 1.148
16 H -0.078 2.557 0.559  C4 1.135
17 H -0.097 1.933 -0.926  C4 1.048
18 H -2.107 0.378 -0.356  C5 1.127
19 H -1.843 0.705 1.345  C5 1.104

Output
total charge	0
electronic energy	-13885.855	eV
highest occupied orbital energy	-8.8	eV
ΔE to the lowest compared entry with this formula, charge and spin	1035.0	kJ/mol
2S+1	1

This record from the Open Molecules 2025 dataset describes a gas-phase ion, C5H9N3S (charge +2). The level of theory is wB97M-V/def2-TZVPD.

Last columns: bonded neighbours and bond lengths (Å).
Atoms and positions in Å:
1 C -1.619 -1.161 -0.272  N6 1.314, N7 1.325, H10 1.142
2 C -0.551 0.893 -0.689  N6 1.309, N8 1.314
3 C 1.600 -0.113 0.676  C4 1.574, C5 1.587, H11 1.145, H12 1.094
4 C 0.761 -0.988 -0.327  C3 1.574, N6 1.463, H13 1.141, H14 1.139
5 C 1.570 1.452 0.416  C3 1.587, N8 1.521, H15 1.233, H16 1.168
6 N -0.569 -0.379 -0.380  C1 1.314, C2 1.309, C4 1.463
7 N -2.892 -0.852 -0.075  C1 1.325, S9 1.627, H17 1.100
8 N 0.471 1.713 -0.603  C2 1.314, C5 1.521, H18 1.077
9 S -3.679 0.484 0.418  N7 1.627
10 H -1.526 -2.294 -0.172  C1 1.142
11 H 1.138 -0.424 1.676  C3 1.145
12 H 2.666 -0.334 0.562  C3 1.094
13 H 1.156 -0.934 -1.396  C4 1.141
14 H 0.767 -2.066 0.039  C4 1.139
15 H 1.259 1.924 1.512  C5 1.233
16 H 2.567 2.024 0.208  C5 1.168
17 H -3.493 -1.640 -0.554  N7 1.100
18 H 0.373 2.693 -1.039  N8 1.077

Output
total charge	+2
electronic energy	-20613.514	eV
highest occupied orbital energy (alpha / beta)	-18.3 / -18.2	eV
SMILES	[S-]/[NH+]=C\[N+]1=C=[NH+]CCC1
ΔE to the lowest compared entry with this formula, charge and spin	143.4	kJ/mol
2S+1	1

This record from the Open Molecules 2025 dataset describes a single C5H9N3Si molecule. The level of theory is wB97M-V/def2-TZVPD.

Last columns: bonded neighbours and bond lengths (Å).
Atoms and positions in Å:
1 C 1.864 1.162 -2.377  N6 1.144, N8 1.355
2 C 2.015 2.528 -0.531  N7 1.152, N8 1.464
3 C 0.713 0.435 1.443  Si9 1.890, H10 1.074, H11 1.079, H12 1.101
4 C -1.410 1.154 -0.510  Si9 1.926, H13 1.136, H14 1.101, H15 1.132
5 C 0.525 -1.597 -0.811  Si9 1.838, H16 1.084, H17 1.055, H18 1.008
6 N 2.249 1.062 -3.450  C1 1.144
7 N 2.650 3.378 -0.081  C2 1.152
8 N 1.423 1.318 -1.105  C1 1.355, C2 1.464, Si9 1.815
9 Si 0.235 0.163 -0.365  C3 1.890, C4 1.926, C5 1.838, N8 1.815
10 H -0.157 0.613 2.047  C3 1.074
11 H 1.056 -0.486 1.888  C3 1.079
12 H 1.645 1.015 1.530  C3 1.101
13 H -2.087 0.303 -0.178  C4 1.136
14 H -1.542 2.003 0.179  C4 1.101
15 H -1.748 1.448 -1.550  C4 1.132
16 H 0.248 -1.803 -1.839  C5 1.084
17 H 1.567 -1.756 -0.761  C5 1.055
18 H 0.196 -2.370 -0.253  C5 1.008

Output
total charge	0
electronic energy	-17677.819	eV
highest occupied orbital energy	-10.2	eV
SMILES	C[Si](C)(C)N(C#N)C#N
ΔE to the lowest compared entry with this formula, charge and spin	56.2	kJ/mol
2S+1	1

What did the third record say?
This record from the Open Molecules 2025 dataset describes a single C5H9N3Si molecule. The level of theory is wB97M-V/def2-TZVPD.

Last columns: bonded neighbours and bond lengths (Å).
Atoms and positions in Å:
1 C 1.864 1.162 -2.377  N6 1.144, N8 1.355
2 C 2.015 2.528 -0.531  N7 1.152, N8 1.464
3 C 0.713 0.435 1.443  Si9 1.890, H10 1.074, H11 1.079, H12 1.101
4 C -1.410 1.154 -0.510  Si9 1.926, H13 1.136, H14 1.101, H15 1.132
5 C 0.525 -1.597 -0.811  Si9 1.838, H16 1.084, H17 1.055, H18 1.008
6 N 2.249 1.062 -3.450  C1 1.144
7 N 2.650 3.378 -0.081  C2 1.152
8 N 1.423 1.318 -1.105  C1 1.355, C2 1.464, Si9 1.815
9 Si 0.235 0.163 -0.365  C3 1.890, C4 1.926, C5 1.838, N8 1.815
10 H -0.157 0.613 2.047  C3 1.074
11 H 1.056 -0.486 1.888  C3 1.079
12 H 1.645 1.015 1.530  C3 1.101
13 H -2.087 0.303 -0.178  C4 1.136
14 H -1.542 2.003 0.179  C4 1.101
15 H -1.748 1.448 -1.550  C4 1.132
16 H 0.248 -1.803 -1.839  C5 1.084
17 H 1.567 -1.756 -0.761  C5 1.055
18 H 0.196 -2.370 -0.253  C5 1.008

Output
total charge	0
electronic energy	-17677.819	eV
highest occupied orbital energy	-10.2	eV
SMILES	C[Si](C)(C)N(C#N)C#N
ΔE to the lowest compared entry with this formula, charge and spin	56.2	kJ/mol
2S+1	1

Repeat the first record exactly.
This record from the Open Molecules 2025 dataset describes a single C5H9N3O2 molecule. The level of theory is wB97M-V/def2-TZVPD.

Last columns: bonded neighbours and bond lengths (Å).
Atoms and positions in Å:
1 C 0.446 -0.605 1.353  C2 1.484, O10 1.344
2 C 1.640 -1.384 0.943  C1 1.484, C3 1.497, H11 1.038, H12 1.097
3 C 2.138 -1.516 -0.462  C2 1.497, N7 1.424, H13 1.036, H14 1.029
4 C -0.806 2.079 -0.169  C5 1.586, H15 1.148, H16 1.135, H17 1.048
5 C -1.307 0.678 0.379  C4 1.586, O10 1.400, H18 1.127, H19 1.104
6 N 2.511 1.242 0.662  N8 1.199, O9 1.494
7 N 3.084 -0.513 -0.818  C3 1.424, N8 1.223
8 N 3.001 0.511 -0.154  N6 1.199, N7 1.223, O9 1.355
9 O 3.625 1.712 -0.215  N6 1.494, N8 1.355
10 O -0.209 -0.181 0.259  C1 1.344, C5 1.400
11 H 2.403 -1.097 1.588  C2 1.038
12 H 1.182 -2.276 1.389  C2 1.097
13 H 2.598 -2.429 -0.630  C3 1.036
14 H 1.336 -1.487 -1.106  C3 1.029
15 H -1.717 2.684 -0.518  C4 1.148
16 H -0.078 2.557 0.559  C4 1.135
17 H -0.097 1.933 -0.926  C4 1.048
18 H -2.107 0.378 -0.356  C5 1.127
19 H -1.843 0.705 1.345  C5 1.104

Output
total charge	0
electronic energy	-13885.855	eV
highest occupied orbital energy	-8.8	eV
ΔE to the lowest compared entry with this formula, charge and spin	1035.0	kJ/mol
2S+1	1

> The highest ΔE to the lowest compared entry with this formula, charge and spin belongs to which entry?

C5H9N3O2

> ΔE to the lowest compared entry with this formula, charge and spin of number 3 (C5H9N3Si)?

56.2 kJ/mol